58
Properties=species:S:1:pos:R:3 method="wB97M-V/def2-TZVPD" orbital_gap_ev="5.28 / 3.31" e_homo_ev="-16.58 / -16.58" total_charge=+3 energy_ha=-3059.28515 multiplicity=2 s_squared=0.776 e_lumo_ev="-11.3 / -13.3"
Ti 0.2327 -0.0093 0.7717
C -1.4825 3.0401 1.4511
C -1.2013 2.6006 0.0566
C -1.4600 3.1948 -1.1502
C -0.9782 2.3189 -2.1354
N -0.4511 1.2514 -1.5644
N -0.5781 1.3936 -0.2000
B 0.1772 -0.0424 -2.2071
N -0.5938 -1.2571 -1.5848
C -1.1789 -2.3112 -2.1270
C -1.6200 -3.1787 -1.1174
C -1.2691 -2.6032 0.0731
C -1.4887 -3.0694 1.4692
N -0.6291 -1.4073 -0.2067
N 1.6354 -0.1560 -1.6558
C 2.7929 -0.4681 -2.2174
C 3.7939 -0.5159 -1.2481
C 3.1849 -0.2422 -0.0492
C 3.7926 -0.1476 1.3058
N 1.8400 -0.0271 -0.2924
N 0.0682 0.0326 -3.6699
C 0.8644 0.6366 -4.6102
C 0.1630 0.6616 -5.7755
C -1.0918 0.0646 -5.4825
C -2.2415 -0.1522 -6.4095
N -1.1480 -0.2968 -4.2154
H -1.9847 4.0033 1.4503
H -2.1361 2.3272 1.9566
H -0.5569 3.1510 2.0183
H -1.9433 4.1442 -1.3136
H -0.9988 2.4180 -3.2125
H -1.2718 -2.3913 -3.1997
H -2.1409 -4.1125 -1.2525
H -2.0043 -4.0256 1.4644
H -0.5406 -3.2040 1.9905
H -2.1062 -2.3618 2.0245
H 2.8693 -0.6544 -3.2782
H 4.8401 -0.7233 -1.4052
H 4.8714 -0.2520 1.2303
H 3.5796 0.8190 1.7621
H 3.4348 -0.9439 1.9590
H 1.8419 1.0290 -4.3783
H 0.4863 1.0478 -6.7289
H -1.9567 0.0392 -7.4398
H -2.6245 -1.1675 -6.3262
H -3.0690 0.5118 -6.1587
F -0.3956 0.3276 8.6145
C -0.2020 0.2114 7.3570
C 0.2115 1.3610 6.6108
F 0.3724 2.4909 7.2319
C 0.4165 1.2327 5.2706
F 0.7907 2.2628 4.5505
C 0.2349 -0.0306 4.6336
S 0.6461 -0.2303 2.9846
C -0.1981 -1.1653 5.3944
F -0.3833 -2.3084 4.7850
C -0.4115 -1.0556 6.7353
F -0.8040 -2.0609 7.4608


51
Properties=species:S:1:pos:R:3 method="wB97M-V/def2-TZVPD" orbital_gap_ev=6.92 e_homo_ev=-14.23 total_charge=+2 energy_ha=-1666.65221 e_lumo_ev=-7.3
Be 0.1650 0.4652 0.8604
C 4.0547 1.6795 -0.4432
C 2.9616 1.4882 0.3952
N 1.9191 0.7608 0.0159
C 1.9669 0.2074 -1.2048
C 3.0847 0.3669 -2.0165
N 4.1141 1.1089 -1.6371
C 0.7597 -0.5476 -1.5464
C 0.5599 -1.2867 -2.6934
C -0.6231 -2.0170 -2.8402
C -1.5427 -1.9881 -1.7867
C -1.2826 -1.2034 -0.6825
N -0.1639 -0.4740 -0.5782
C -2.1408 -1.0709 0.4979
C -3.4168 -1.6047 0.6417
N -4.1315 -1.4033 1.7384
C -3.5886 -0.6711 2.6991
C -2.3098 -0.1409 2.5688
N -1.5845 -0.3425 1.4761
C -0.8949 -2.7981 -4.0558
C -0.6117 -2.2700 -5.3127
C -0.9141 -3.0313 -6.4339
N -1.4422 -4.2447 -6.3564
C -1.7016 -4.7571 -5.1612
C -1.4554 -4.0707 -3.9802
H 4.8931 2.2972 -0.1474
H 2.9383 1.9172 1.3845
H 3.1635 -0.1056 -2.9878
H 1.3158 -1.3373 -3.4641
H -2.4498 -2.5716 -1.8539
H -3.8846 -2.1977 -0.1346
H -4.1818 -0.5023 3.5889
H -1.8696 0.4457 3.3588
H -0.1984 -1.2754 -5.4256
H -0.7255 -2.6511 -7.4309
H -2.1235 -5.7550 -5.1465
H -1.6651 -4.5378 -3.0259
O 0.2485 1.5824 1.9142
S -0.0571 2.8511 2.7481
C -0.1183 2.3542 4.5177
C 1.1063 2.9348 5.2196
C 1.5114 4.1773 4.4286
C 1.5247 3.7266 2.9757
H -0.1667 1.2695 4.5786
H -1.0476 2.7783 4.8987
H 1.9250 2.2142 5.2158
H 0.8788 3.1710 6.2574
H 2.4967 4.5365 4.7213
H 0.7983 4.9905 4.5775
H 2.3144 2.9935 2.8121
H 1.5912 4.5391 2.2547


56
Properties=species:S:1:pos:R:3 method="wB97M-V/def2-TZVPD" orbital_gap_ev="8.88 / 5.55" e_homo_ev="-11.59 / -11.94" total_charge=+1 energy_ha=-6018.51500 multiplicity=5 s_squared=6.042 e_lumo_ev="-2.7 / -6.4"
Os -0.0399 -0.1186 -0.1187
C 7.9707 1.0353 -0.8780
C 6.8401 1.8812 -0.2915
C 7.1568 2.1762 1.1875
C 6.7533 3.2053 -1.0743
C 5.4972 1.1820 -0.3687
C 4.3477 1.8457 0.1282
C 3.1501 1.2255 0.0635
Br 1.6090 2.1049 0.7385
C 2.9779 -0.0855 -0.5045
O 1.8161 -0.6115 -0.5514
C 4.1403 -0.7751 -1.0036
C 5.3417 -0.1007 -0.9084
C 4.1527 -2.1839 -1.6196
C 5.0955 -3.0625 -0.7749
C 2.8026 -2.9078 -1.6964
C 4.6974 -2.0710 -3.0574
H 8.9067 1.5891 -0.7995
H 7.8057 0.8156 -1.9361
H 8.0980 0.0953 -0.3347
H 8.1197 2.6851 1.2517
H 7.2175 1.2525 1.7672
H 6.4070 2.8225 1.6475
H 7.7175 3.7131 -1.0250
H 6.0013 3.8798 -0.6605
H 6.5142 3.0252 -2.1247
H 4.4181 2.8366 0.5571
H 6.2222 -0.6020 -1.2793
H 4.7294 -3.1495 0.2511
H 6.1136 -2.6723 -0.7430
H 5.1355 -4.0634 -1.2082
H 2.3633 -3.0681 -0.7117
H 2.9763 -3.8861 -2.1462
H 2.0860 -2.3818 -2.3259
H 5.7021 -1.6477 -3.0895
H 4.0430 -1.4472 -3.6715
H 4.7384 -3.0654 -3.5055
F -4.6680 -4.8490 1.8178
C -3.6161 -4.0547 1.7962
C -3.2053 -3.4869 0.6025
F -3.8659 -3.7435 -0.5196
C -2.1097 -2.6564 0.5943
F -1.7447 -2.1282 -0.5871
C -1.3898 -2.3613 1.7479
S 0.0557 -1.3717 1.7857
C -1.8310 -2.9455 2.9332
F -1.1842 -2.6999 4.0682
C -2.9265 -3.7831 2.9645
F -3.3246 -4.3231 4.1070
Cl -3.9939 2.6586 -0.0403
C -2.9546 2.2877 -1.4014
Cl -3.8372 1.3447 -2.6210
Cl -2.3087 3.7607 -2.1066
C -1.8001 1.3752 -0.9739
O -1.9091 0.6275 0.0703
O -0.7358 1.3051 -1.6316


49
Properties=species:S:1:pos:R:3 method="wB97M-V/def2-TZVPD" orbital_gap_ev="8.89 / 5.61" e_homo_ev="-9.66 / -9.64" energy_ha=-3834.78022 multiplicity=2 s_squared=0.769 e_lumo_ev="-0.8 / -4.0"
O -2.0747 -4.0619 2.0552
C -2.0853 -2.8676 1.8407
C -3.0253 -1.8237 2.3380
C -2.5636 -0.5770 1.9347
C -3.1834 0.5891 2.3568
C -4.2605 0.4899 3.2464
C -4.7370 -0.7740 3.6508
C -4.1084 -1.9401 3.1945
N -1.1556 -2.1386 1.0573
C 0.1520 -2.7243 0.7243
C 1.2446 -2.5709 1.8211
C 2.3772 -1.5733 1.6164
C 3.4111 -1.6296 2.7814
C 4.4725 -0.5652 2.6033
C 5.6477 -0.7117 3.5517
C -1.2657 -0.7416 1.2317
O -0.4497 0.0995 0.9249
H -2.8189 1.5427 1.9793
H -4.7395 1.3921 3.6396
H -5.5918 -0.8332 4.3271
H -4.4393 -2.9288 3.4989
H -0.0270 -3.7930 0.5561
H 0.4872 -2.3096 -0.2317
H 1.6595 -3.5705 1.9983
H 2.8923 -1.7507 0.6574
H 1.9292 -0.5694 1.5375
H 2.8565 -1.4429 3.7155
H 3.8365 -2.6438 2.8573
H 4.8276 -0.5704 1.5679
H 3.9845 0.4008 2.7672
H 6.3183 0.1380 3.4235
H 5.3432 -0.7298 4.6023
H 6.2185 -1.6221 3.3434
O -2.3678 -3.1281 5.5166
C -1.7508 -2.2551 6.1285
C -1.9164 -1.8656 7.5646
C -0.8918 -0.9923 7.8870
C -0.7409 -0.4778 9.1670
C -1.6454 -0.9040 10.1501
C -2.7001 -1.7792 9.8227
C -2.8509 -2.2569 8.5110
N -0.7667 -1.4206 5.6541
Br 0.4430 -2.1731 3.4987
C -0.0338 -0.8187 6.6645
O 1.0564 -0.2773 6.5924
H 0.0619 0.2289 9.3607
H -1.5328 -0.5566 11.1747
H -3.4033 -2.0855 10.5994
H -3.6680 -2.9157 8.2113


54
Properties=species:S:1:pos:R:3 method="wB97M-V/def2-TZVPD" orbital_gap_ev=6.41 e_homo_ev=-4.12 total_charge=-1 energy_ha=-2861.51193 e_lumo_ev=2.3
Tl 1.0984 0.6660 0.0167
Cl -5.8506 1.2170 1.8784
C -4.1228 1.1446 2.0201
C -3.3983 0.3925 1.1124
C -2.0119 0.2964 1.2090
N -1.2203 -0.4190 0.3383
C -1.6407 -1.5092 -0.2895
O -2.7603 -2.0382 -0.3145
C -0.5418 -2.1905 -1.0830
C -0.9102 -3.1421 -2.0385
C 0.0724 -3.8009 -2.7494
C 1.4024 -3.5434 -2.4385
C 1.6739 -2.5955 -1.4662
N 0.7356 -1.9150 -0.8255
C -1.3468 0.9733 2.2742
C -2.0983 1.7405 3.1631
C -3.4736 1.8252 3.0357
Cl -4.3723 2.8028 4.1589
N 0.0197 0.8242 2.3369
C 0.7129 0.9093 3.4661
O 0.3327 1.2142 4.6041
C 2.1668 0.5440 3.2749
C 3.0470 0.7364 4.3408
C 4.3698 0.3718 4.1999
C 4.7805 -0.1988 3.0013
C 3.8403 -0.3412 1.9954
N 2.5747 0.0226 2.1191
H -3.9099 -0.1410 0.3288
H -1.9634 -3.3246 -2.1911
H -0.1829 -4.5043 -3.5307
H 2.2069 -4.0623 -2.9410
H 2.6962 -2.3593 -1.1953
H -1.5974 2.2469 3.9733
H 2.6539 1.1626 5.2518
H 5.0763 0.5285 5.0039
H 5.8001 -0.5239 2.8495
H 4.1129 -0.7679 1.0377
O 1.6923 1.6835 -2.9115
S 0.6423 1.5990 -3.9318
C -0.9931 1.8275 -3.0801
C -1.7326 0.4974 -3.0694
C -1.2011 -0.3311 -4.2340
C 0.3056 -0.2101 -4.1835
H -1.5251 2.5946 -3.6420
H -0.7742 2.1909 -2.0782
H -2.8110 0.6375 -3.1497
H -1.5377 -0.0233 -2.1336
H -1.5696 0.0805 -5.1772
H -1.5161 -1.3720 -4.1588
H 0.7999 -0.5413 -5.0962
H 0.7481 -0.7049 -3.3195
O 0.8470 3.3706 1.2679
H 0.6603 2.7797 2.0124
H -0.0068 3.6798 0.9582